Entry 1:
The following is a DFT calculation (ωB97M-V/def2-TZVPD) of a structure of composition C28H25Cl2GeInN2S2 at a distorted geometry.

Structure (XYZ):
```
61
C28H25Cl2GeInN2S2 (ωB97M-V/def2-TZVPD)
In -0.236 -0.468 -0.102
C -1.230 0.884 3.469
C 0.170 0.452 3.266
N 0.754 0.439 2.112
C 2.067 0.076 2.182
C 2.502 -0.194 3.450
S 1.224 0.005 4.584
C 2.831 0.030 0.956
C 4.174 -0.188 0.802
S 4.596 -0.180 -0.870
C 2.923 0.131 -1.263
N 2.164 0.224 -0.216
C 2.360 0.188 -2.630
H -1.784 0.766 2.536
H -1.249 1.934 3.761
H -1.707 0.304 4.255
H 3.478 -0.491 3.770
H 4.928 -0.356 1.544
H 3.125 0.074 -3.390
H 1.844 1.138 -2.780
H 1.620 -0.614 -2.722
C -1.050 -2.144 -1.206
Ge -1.966 -2.962 0.307
C -3.000 -4.544 -0.236
C -3.141 -4.909 -1.566
C -3.912 -6.004 -1.913
C -4.548 -6.743 -0.931
C -4.425 -6.375 0.398
C -3.653 -5.282 0.738
C -0.647 -3.566 1.671
C -0.363 -2.885 2.848
C 0.692 -3.276 3.655
C 1.498 -4.338 3.279
C 1.237 -5.015 2.098
C 0.165 -4.635 1.315
C -3.283 -1.810 1.284
C -3.868 -0.747 0.606
C -4.844 0.029 1.203
C -5.214 -0.221 2.513
C -4.640 -1.272 3.206
C -3.700 -2.074 2.582
H -2.640 -4.323 -2.325
H -4.023 -6.284 -2.952
H -5.128 -7.613 -1.200
H -4.934 -6.942 1.165
H -3.553 -4.989 1.774
H -0.987 -2.048 3.149
H 0.892 -2.759 4.586
H 2.324 -4.640 3.906
H 1.868 -5.838 1.795
H -0.052 -5.165 0.395
H -3.566 -0.547 -0.421
H -5.323 0.821 0.643
H -5.972 0.388 2.984
H -4.949 -1.482 4.221
H -3.290 -2.924 3.115
Cl -0.537 4.904 -1.596
C -1.774 3.719 -1.158
Cl -1.024 2.238 -0.498
H -2.324 3.445 -2.056
H -2.414 4.149 -0.392
```

Properties
- multiplicity = 1
- HOMO energy (alpha / beta) (eV) = -6.5 / -5.6
- energy relative to the best compared isomer or geometry (same formula, charge and spin) (eV) = 1.167
- E_LUMO (alpha / beta) (Ha) = -0.0072 / -0.0079
- Kohn-Sham gap (alpha / beta) (Ha) = 0.23092 / 0.19723



Entry 2:
The following is a DFT calculation (ωB97M-V/def2-TZVPD) of a structure of composition C34H32AuCl2NO4Sb.

Structure (XYZ):
```
75
C34H32AuCl2NO4Sb (ωB97M-V/def2-TZVPD)
Au -0.348 -0.295 -0.201
C 0.776 -4.300 -0.798
C 0.873 -3.401 0.429
C 1.687 -4.053 1.526
O 1.496 -2.143 0.059
C -0.566 -3.125 0.900
O -1.071 -3.878 1.702
O -1.245 -2.147 0.318
H 1.774 -4.591 -1.142
H 0.253 -3.781 -1.604
H 0.220 -5.205 -0.556
H 2.667 -4.349 1.142
H 1.166 -4.929 1.907
H 1.838 -3.362 2.360
H 2.006 -2.274 -0.746
Cl 0.382 4.648 -1.591
C 1.112 3.887 -0.265
C 1.991 4.578 0.543
C 2.587 3.953 1.624
Cl 3.684 4.846 2.568
C 2.304 2.582 1.972
C 2.854 1.914 3.078
C 2.495 0.614 3.325
C 1.589 -0.017 2.467
N 1.066 0.603 1.421
C 1.413 1.874 1.170
C 0.802 2.498 -0.017
O 0.055 1.856 -0.767
H 2.216 5.613 0.323
H 3.555 2.428 3.723
H 2.899 0.074 4.170
H 1.278 -1.041 2.629
C -5.225 -2.234 -1.350
C -4.194 -3.012 -2.126
C -4.476 -4.331 -2.485
C -3.559 -5.121 -3.162
C -2.318 -4.604 -3.510
C -2.017 -3.295 -3.173
C -2.945 -2.505 -2.492
Sb -2.195 -0.564 -2.139
C -3.692 0.910 -1.944
C -4.013 1.687 -3.055
C -4.972 2.683 -2.949
C -5.593 2.902 -1.728
C -5.246 2.145 -0.618
C -4.282 1.140 -0.696
C -3.898 0.383 0.556
C -1.266 -0.157 -3.993
C 0.005 0.418 -3.935
C 0.711 0.685 -5.097
C 0.144 0.362 -6.323
C -1.115 -0.215 -6.378
C -1.846 -0.490 -5.222
C -3.197 -1.158 -5.354
H -6.213 -2.671 -1.485
H -5.276 -1.191 -1.661
H -4.998 -2.260 -0.281
H -5.443 -4.743 -2.218
H -3.815 -6.142 -3.420
H -1.595 -5.210 -4.043
H -1.056 -2.882 -3.466
H -3.514 1.524 -4.003
H -5.231 3.281 -3.814
H -6.349 3.673 -1.636
H -5.730 2.333 0.334
H -4.761 0.255 1.212
H -3.138 0.936 1.119
H -3.491 -0.612 0.363
H 0.442 0.674 -2.977
H 1.693 1.140 -5.047
H 0.685 0.560 -7.240
H -1.548 -0.466 -7.341
H -3.748 -0.738 -6.198
H -3.816 -1.046 -4.464
H -3.084 -2.230 -5.532
```

Properties
- net charge = +1
- multiplicity = 3
- HOMO energy (alpha / beta) (eV) = -10.2 / -11.4
- energy relative to the best compared isomer or geometry (same formula, charge and spin) (eV) = 0.000
- E_LUMO (alpha / beta) (Ha) = -0.1366 / -0.2071
- Kohn-Sham gap (alpha / beta) (Ha) = 0.23863 / 0.21112



Entry 3:
The following is a DFT calculation (ωB97M-V/def2-TZVPD) of the molecule C3H4F2 at a distorted geometry.

Structure (XYZ):
```
9
C3H4F2 (ωB97M-V/def2-TZVPD)
C -0.436 0.042 0.364
C 0.774 -0.788 0.058
C 1.882 0.027 -0.048
H -0.690 0.221 1.462
H 0.743 -1.872 0.024
H 1.661 1.105 0.255
H 2.718 -0.532 -0.624
F -0.415 1.266 -0.169
F -1.557 -0.667 -0.204
```

Properties
- multiplicity = 1
- HOMO energy (eV) = -10.3
- energy relative to the best compared isomer or geometry (same formula, charge and spin) (eV) = 0.986
- E_LUMO (Ha) = 0.0319
- Kohn-Sham gap (Ha) = 0.41197



Among the records above, which one has the highest energy relative to the best compared isomer or geometry (same formula, charge and spin)? C28H25Cl2GeInN2S2



What did the first record say?
The following is a DFT calculation (ωB97M-V/def2-TZVPD) of a structure of composition C28H25Cl2GeInN2S2 at a distorted geometry.

Structure (XYZ):
```
61
C28H25Cl2GeInN2S2 (ωB97M-V/def2-TZVPD)
In -0.236 -0.468 -0.102
C -1.230 0.884 3.469
C 0.170 0.452 3.266
N 0.754 0.439 2.112
C 2.067 0.076 2.182
C 2.502 -0.194 3.450
S 1.224 0.005 4.584
C 2.831 0.030 0.956
C 4.174 -0.188 0.802
S 4.596 -0.180 -0.870
C 2.923 0.131 -1.263
N 2.164 0.224 -0.216
C 2.360 0.188 -2.630
H -1.784 0.766 2.536
H -1.249 1.934 3.761
H -1.707 0.304 4.255
H 3.478 -0.491 3.770
H 4.928 -0.356 1.544
H 3.125 0.074 -3.390
H 1.844 1.138 -2.780
H 1.620 -0.614 -2.722
C -1.050 -2.144 -1.206
Ge -1.966 -2.962 0.307
C -3.000 -4.544 -0.236
C -3.141 -4.909 -1.566
C -3.912 -6.004 -1.913
C -4.548 -6.743 -0.931
C -4.425 -6.375 0.398
C -3.653 -5.282 0.738
C -0.647 -3.566 1.671
C -0.363 -2.885 2.848
C 0.692 -3.276 3.655
C 1.498 -4.338 3.279
C 1.237 -5.015 2.098
C 0.165 -4.635 1.315
C -3.283 -1.810 1.284
C -3.868 -0.747 0.606
C -4.844 0.029 1.203
C -5.214 -0.221 2.513
C -4.640 -1.272 3.206
C -3.700 -2.074 2.582
H -2.640 -4.323 -2.325
H -4.023 -6.284 -2.952
H -5.128 -7.613 -1.200
H -4.934 -6.942 1.165
H -3.553 -4.989 1.774
H -0.987 -2.048 3.149
H 0.892 -2.759 4.586
H 2.324 -4.640 3.906
H 1.868 -5.838 1.795
H -0.052 -5.165 0.395
H -3.566 -0.547 -0.421
H -5.323 0.821 0.643
H -5.972 0.388 2.984
H -4.949 -1.482 4.221
H -3.290 -2.924 3.115
Cl -0.537 4.904 -1.596
C -1.774 3.719 -1.158
Cl -1.024 2.238 -0.498
H -2.324 3.445 -2.056
H -2.414 4.149 -0.392
```

Properties
- multiplicity = 1
- HOMO energy (alpha / beta) (eV) = -6.5 / -5.6
- energy relative to the best compared isomer or geometry (same formula, charge and spin) (eV) = 1.167
- E_LUMO (alpha / beta) (Ha) = -0.0072 / -0.0079
- Kohn-Sham gap (alpha / beta) (Ha) = 0.23092 / 0.19723



What is the energy relative to the best compared isomer or geometry (same formula, charge and spin) in the second record? 0.000 eV



Look up the energy relative to the best compared isomer or geometry (same formula, charge and spin) of the first one. 1.167 eV